(one)
16
Properties=species:S:1:pos:R:3 method="wB97M-V/def2-TZVPD" multiplicity=2 homo_lumo_gap_ev="2.5 / 6.4" s2=0.751 lumo_ev="6.87 / 6.77" total_charge=-2
C -1.227 -0.569 -0.624
C -0.131 0.185 0.089
C 1.061 -0.529 -0.565
O 2.203 0.145 -0.636
N -2.546 -0.308 -0.209
H -1.124 -1.620 -0.704
H -1.240 -0.210 -1.618
H -0.190 1.149 -0.215
H -0.099 0.171 1.164
H 0.702 -0.935 -1.531
H 1.144 -1.369 0.092
H -2.933 0.543 -0.710
H -2.591 0.175 0.688
H 2.180 0.757 2.322
H 2.501 0.961 0.801
O 2.290 1.455 1.657

---

(two)
16
Properties=species:S:1:pos:R:3 method="wB97M-V/def2-TZVPD" multiplicity=2 homo_lumo_gap_ev="2.4 / 7.5" s2=0.751 lumo_ev="7.08 / 6.91" total_charge=-2
C -0.613 -0.518 0.387
O 0.447 -1.401 0.380
C -0.818 0.259 -0.973
C -1.308 1.658 -0.652
N 0.450 0.145 -1.769
H -0.622 0.139 1.312
H -1.500 -1.191 0.595
H -1.760 -0.251 -1.259
H -0.483 2.333 -0.396
H -1.737 2.129 -1.568
H -1.961 1.732 0.224
H 1.232 0.320 -1.063
H 0.602 -0.833 -1.968
H 1.201 -0.767 1.256
H 1.544 -0.451 2.977
O 1.676 -0.166 2.090

---

Which structure is the least stable? The one labeled (one).

---

(one)
23
Properties=species:S:1:pos:R:3 method="wB97M-V/def2-TZVPD" homo_lumo_gap_ev=9.7 lumo_ev=0.28
C 0.459 2.418 -0.014
C -3.106 -0.298 0.082
C -2.965 -1.011 -1.084
C -1.942 0.314 0.515
C -1.695 -1.055 -1.693
C -0.699 0.201 -0.149
C 2.436 -0.890 1.209
C 2.794 -0.569 -0.046
C 1.471 -0.168 2.050
C 1.934 0.491 -0.736
C 0.528 1.066 0.333
N 0.283 3.498 -0.328
N -0.572 -0.517 -1.217
N 0.691 0.776 1.736
H -3.982 -0.240 0.548
H -3.922 -1.391 -1.496
H -2.190 0.908 1.421
H -1.474 -1.616 -2.558
H 3.041 -1.752 1.555
H 3.450 -0.925 -0.756
H 1.508 -0.374 3.175
H 2.590 1.253 -0.969
H 1.362 -0.116 -1.577

---

(two)
23
Properties=species:S:1:pos:R:3 method="wB97M-V/def2-TZVPD" homo_lumo_gap_ev=5.7 lumo_ev=-2.22
C -0.085 -2.156 -1.428
C 2.882 1.381 0.650
C 2.139 0.730 1.704
C 2.715 0.973 -0.681
C 1.168 -0.190 1.391
C 1.801 -0.010 -0.955
C -3.660 0.584 0.401
C -2.724 -0.403 0.673
C -2.283 0.549 -1.242
C 0.983 -0.579 0.022
C -0.003 -1.540 -0.145
N -0.129 -2.457 -2.547
N -3.384 1.135 -0.754
N -1.877 -0.343 -0.354
H 3.651 2.037 0.742
H 2.331 1.017 2.727
H 3.329 1.439 -1.447
H 0.766 -0.631 2.324
H 1.869 -0.252 -1.953
H -4.499 1.042 0.878
H -2.649 -1.147 1.505
H -1.864 0.895 -2.206
H -0.478 -2.074 0.694

---

Which structure is the least stable? The one labeled (two).

---

(one)
10
Properties=species:S:1:pos:R:3 method="wB97M-V/def2-TZVPD" homo_lumo_gap_ev=8.3 lumo_ev=-0.22
C -0.136 -0.236 0.685
C 0.353 0.584 -0.360
C 1.289 1.555 -0.361
H -2.336 -2.899 0.243
H 0.390 0.012 1.658
H 1.757 1.648 0.615
H 1.555 2.179 -1.278
N -1.067 -1.146 0.838
F -0.175 0.260 -1.565
S -1.630 -1.958 -0.475

---

(two)
10
Properties=species:S:1:pos:R:3 method="wB97M-V/def2-TZVPD" homo_lumo_gap_ev=8.8 lumo_ev=0.05
C -0.090 -0.356 0.077
C -1.479 -0.004 -0.010
C -2.009 1.261 0.022
H 2.989 1.002 0.165
H 0.034 -1.466 0.328
H -1.332 2.139 -0.059
H -3.052 1.415 0.118
N 0.820 0.497 -0.059
F -2.313 -1.061 -0.046
S 2.369 -0.152 -0.016

---

Which structure is the least stable? The one labeled (one).

---

(one)
10
Properties=species:S:1:pos:R:3 method="wB97M-V/def2-TZVPD" homo_lumo_gap_ev=8.7 lumo_ev=0.08
C -0.424 0.730 -0.472
C 0.798 0.375 0.273
C 1.179 -0.888 0.261
H -1.534 -0.640 0.654
H -2.367 0.226 -0.543
H 1.508 1.165 0.634
H 0.555 -1.695 -0.149
N -1.492 -0.102 -0.215
F 2.244 -1.243 0.988
S -0.468 2.072 -1.432

---

(two)
10
Properties=species:S:1:pos:R:3 method="wB97M-V/def2-TZVPD" homo_lumo_gap_ev=8.1 lumo_ev=-0.43
C 0.510 -0.107 0.785
C -0.101 0.910 0.093
C -0.816 0.657 -1.132
H 0.217 -1.613 -0.462
H 0.612 -2.037 1.366
H 0.944 0.541 1.648
H -1.465 1.511 -1.305
N 0.758 -1.335 0.361
F 0.283 2.255 0.368
S -0.944 -0.782 -1.721

---

Which structure is the least stable? The one labeled (two).

---

(one)
9
Properties=species:S:1:pos:R:3 method="wB97M-V/def2-TZVPD" homo_lumo_gap_ev=9.2 lumo_ev=-0.64
C 0.403 0.164 -0.456
C 0.111 -1.229 0.263
C -0.439 0.037 1.227
O -0.394 1.023 0.280
O 0.276 -0.166 2.162
O -1.085 -1.094 0.760
O 0.033 -0.042 -1.805
H 1.393 0.411 -0.225
H -0.298 0.894 -2.206

---

(two)
9
Properties=species:S:1:pos:R:3 method="wB97M-V/def2-TZVPD" homo_lumo_gap_ev=10.4 lumo_ev=0.06
C -0.760 -0.654 0.148
C -0.182 1.428 0.143
C 0.761 -1.024 -0.273
O -1.129 0.555 -0.316
O -1.518 -1.513 0.545
O 0.988 1.256 0.479
O 0.977 -1.499 -1.363
H -0.598 2.444 0.067
H 1.460 -0.994 0.571

---

Which structure is the least stable? The one labeled (one).

---

(one)
11
Properties=species:S:1:pos:R:3 method="wB97M-V/def2-TZVPD" homo_lumo_gap_ev="5.6 / 5.6" lumo_ev="-2.31 / -2.31"
C -0.781 -0.390 -0.383
C -0.514 0.684 0.773
N -0.143 0.101 -1.572
O 0.836 0.618 1.253
S 3.036 -1.135 0.968
S 2.039 0.336 0.237
H -0.466 -1.375 -0.077
H -1.863 -0.442 -0.536
H -0.815 1.672 0.234
H -1.302 0.420 1.482
H -0.026 -0.489 -2.379

---

(two)
11
Properties=species:S:1:pos:R:3 method="wB97M-V/def2-TZVPD" homo_lumo_gap_ev=9.3 lumo_ev=0.58
C 0.515 0.029 0.003
C -2.144 -0.413 -0.194
N 1.527 0.875 0.058
O 2.898 0.621 -0.081
S 0.601 -1.621 0.125
S -0.980 0.930 0.120
H -2.982 -0.047 -0.693
H -2.562 -0.812 0.730
H -1.433 -1.143 -0.464
H 1.420 1.907 0.139
H 3.140 -0.327 0.258

---

Which structure is the least stable? The one labeled (one).

---

(one)
23
Properties=species:S:1:pos:R:3 method="wB97M-V/def2-TZVPD" multiplicity=2 homo_lumo_gap_ev="10.5 / 7.0" s2=0.757 lumo_ev="-3.35 / -6.91" total_charge=+1
C 1.139 1.953 1.535
N -0.173 1.355 -1.024
C -0.353 0.479 0.008
C 0.275 0.788 1.211
C 0.167 -0.191 2.364
C -1.094 -0.757 -0.386
H 0.726 2.556 2.350
H 1.144 2.758 0.777
H 2.183 1.716 1.736
H 0.416 2.168 -0.889
H -0.188 0.898 -1.926
H -0.022 0.435 3.232
H 1.063 -0.801 2.405
H -0.645 -0.889 2.147
H -0.396 -1.602 -0.384
H -1.908 -0.915 0.318
H -1.482 -0.686 -1.399
H 1.077 -5.484 -1.251
H 0.731 -5.621 0.220
O 1.488 -5.647 -0.376
H -1.745 2.035 -4.111
H -1.174 2.660 -2.812
O -1.230 2.792 -3.745

---

(two)
23
Properties=species:S:1:pos:R:3 method="wB97M-V/def2-TZVPD" multiplicity=2 homo_lumo_gap_ev="11.1 / 6.1" s2=0.754 lumo_ev="-3.29 / -8.26" total_charge=+1
C 0.234 0.829 -2.248
N 0.597 0.046 -1.127
C -0.239 -0.998 -0.444
C -1.047 -0.402 0.717
C -2.315 0.328 0.209
O -0.302 0.507 1.527
C 0.695 -2.082 0.053
H 0.729 0.503 -3.167
H 0.596 1.858 -2.063
H -0.840 0.950 -2.350
H 1.525 -0.366 -1.232
H -0.886 -1.345 -1.238
H -1.388 -1.195 1.381
H -2.259 0.576 -0.841
H -2.460 1.270 0.725
H -3.215 -0.250 0.340
H 0.517 0.810 1.097
H 1.196 -1.804 0.987
H 0.126 -2.988 0.249
H 1.488 -2.422 -0.625
H 2.165 1.408 2.369
H 2.265 2.677 3.108
O 2.820 2.089 2.574

---

Which structure is the least stable? The one labeled (two).